{
  "formula": "C4H10O3",
  "method": "the ωB97M-V functional and the def2-TZVPD basis",
  "relative_energy_kj_mol": 229.79,
  "smiles": "C=CC(=C)O.O.O",
  "e_lumo_ev": 0.54,
  "homo_energy_ev": -9.06,
  "orbital_gap_ha": 0.3527,
  "spin_multiplicity": 1,
  "total_charge": 0,
  "elements": ["C", "C", "C", "C", "O", "H", "H", "H", "H", "H", "H", "O", "H", "H", "O", "H", "H"],
  "coordinates": [[-0.41426, -0.00536, -2.49356], [0.13635, 1.05685, -1.90179], [-0.16200, 1.37004, -0.49081], [-0.35719, 2.62104, -0.08727], [-0.31845, 0.37259, 0.45013], [-1.38666, -0.33074, -2.13583], [-0.09298, -0.28707, -3.48908], [0.97821, 1.59139, -2.26197], [-0.79450, 2.84193, 0.87833], [-0.05268, 3.48424, -0.66457], [-0.61024, -0.39373, -0.05666], [0.81649, -1.17719, 2.95177], [0.46093, -0.27805, 3.01592], [1.59217, -0.93670, 2.42293], [-0.00636, -3.00279, 0.50059], [0.26892, -2.53497, -0.28571], [0.23160, -2.54070, 1.31051]],
  "atomic_forces_ev_per_a": [[-0.236, 1.317, -0.712], [0.231, -1.743, 1.405], [-0.660, 1.239, 0.552], [0.220, 0.541, 0.310], [-0.325, -0.043, -1.110], [0.294, -0.683, 0.157], [-0.196, -0.148, 0.059], [0.596, 0.352, -0.759], [0.286, -0.167, 0.140], [-0.253, -0.201, -0.342], [0.031, -0.469, 0.405], [0.461, 0.824, -0.438], [-0.613, -0.326, 0.231], [0.163, -0.607, 0.063], [-0.536, -0.721, -0.008], [0.364, 0.348, 0.161], [0.174, 0.488, -0.113]],
  "nbo_charge": [-0.421, -0.213, 0.250, -0.464, -0.683, 0.202, 0.213, 0.218, 0.208, 0.204, 0.481, -0.938, 0.478, 0.467, -0.964, 0.465, 0.498]
}


{
  "formula": "C4H10O5",
  "method": "the ωB97M-V functional and the def2-TZVPD basis",
  "relative_energy_kj_mol": 800.06,
  "smiles": "C[C@@H](O)[C@@H](C)OO.O=O",
  "e_lumo_ev": [-1.40, -1.41],
  "homo_energy_ev": [-9.61, -9.61],
  "orbital_gap_ha": [0.3017, 0.3013],
  "spin_multiplicity": 1,
  "total_charge": 0,
  "elements": ["C", "C", "O", "C", "C", "O", "O", "H", "H", "H", "H", "H", "H", "H", "H", "H", "H", "O", "O"],
  "coordinates": [[0.98815, -1.72365, 1.04847], [1.16551, -0.24062, 0.78482], [1.79494, 0.04357, -0.49257], [-0.16968, 0.48104, 0.74312], [-0.00928, 1.99321, 0.76892], [-0.85635, 0.26980, -0.48936], [-0.92233, -1.17353, -0.66716], [0.12470, -1.87591, 1.69975], [0.79867, -2.26673, 0.11834], [1.84984, -2.16935, 1.55223], [1.75271, 0.25399, 1.57835], [2.75223, -0.13484, -0.41128], [-0.83103, 0.13716, 1.55238], [0.60513, 2.29234, 1.62624], [0.53173, 2.28623, -0.15543], [-0.98509, 2.50034, 0.82286], [-1.70866, -1.29011, -1.22182], [-3.60674, -0.14296, -4.82263], [-3.27445, 0.76004, -4.03523]],
  "atomic_forces_ev_per_a": [[0.397, -0.571, 0.220], [0.329, 0.288, -0.638], [0.650, -0.315, 0.751], [-0.658, 0.548, -0.308], [0.254, 0.236, -0.350], [-0.111, -0.636, -0.197], [-0.415, 0.274, -0.141], [0.078, -0.063, -0.022], [0.166, 0.198, 0.292], [0.085, 0.114, -0.074], [-0.159, -0.320, -0.069], [-0.775, 0.076, -0.013], [0.310, -0.007, 0.036], [-0.215, -0.042, -0.100], [-0.407, -0.039, 0.562], [0.400, -0.171, -0.075], [0.064, 0.431, 0.118], [0.900, 2.443, 2.130], [-0.895, -2.446, -2.122]],
  "nbo_charge": [-0.637, 0.067, -0.724, 0.070, -0.627, -0.274, -0.482, 0.213, 0.244, 0.199, 0.168, 0.469, 0.175, 0.211, 0.236, 0.219, 0.471, -0.004, 0.004]
}


{
  "formula": "C4H10OS",
  "method": "the ωB97M-V functional and the def2-TZVPD basis",
  "relative_energy_kj_mol": 309.31,
  "e_lumo_ev": 0.59,
  "homo_energy_ev": -9.69,
  "orbital_gap_ha": 0.3778,
  "spin_multiplicity": 1,
  "total_charge": 0,
  "elements": ["C", "C", "C", "C", "H", "H", "H", "H", "H", "H", "H", "H", "H", "H", "O", "S"],
  "coordinates": [[-1.24920, -0.76368, -0.48264], [0.15109, -0.07062, -0.30720], [0.27646, 0.94449, -1.32048], [0.01354, 0.58968, 1.05288], [-2.16108, -0.05187, -0.77591], [-0.89396, -1.66226, -1.27141], [-1.62401, -1.39813, 0.31725], [0.03066, 0.41379, -2.27947], [1.42285, 1.32601, -1.44572], [-0.48453, 1.69088, -1.04698], [1.51003, -1.27509, 0.51218], [0.52898, 1.57347, 1.25985], [-1.08813, 0.76827, 1.41664], [1.80043, -0.62477, 2.47323], [1.36010, -0.79732, -0.63531], [0.40679, -0.66283, 2.53309]],
  "atomic_forces_ev_per_a": [[0.638, -2.609, -2.965], [-0.737, -0.275, 0.605], [1.130, 2.243, -2.712], [-0.426, 0.191, 3.778], [2.391, -1.522, 0.133], [-1.758, 2.535, 1.241], [0.362, 0.353, 0.629], [0.093, 0.980, 0.539], [-3.043, -0.521, 0.617], [0.493, 0.505, -0.939], [-0.282, 1.435, -5.105], [-0.100, -1.287, -0.401], [1.902, -0.239, -1.353], [-1.193, 0.106, 0.113], [-0.730, -2.972, 7.467], [1.259, 1.078, -1.646]],
  "nbo_charge": [-0.661, 0.150, -0.609, -0.456, 0.232, 0.230, 0.219, 0.225, 0.235, 0.202, 0.452, 0.232, 0.237, 0.137, -0.712, -0.110]
}


{
  "formula": "C4H10OS",
  "method": "the ωB97M-V functional and the def2-TZVPD basis",
  "relative_energy_kj_mol": 109.77,
  "smiles": "CO[C@@H](C)CS",
  "e_lumo_ev": 0.96,
  "homo_energy_ev": -8.99,
  "orbital_gap_ha": 0.3657,
  "spin_multiplicity": 1,
  "total_charge": 0,
  "elements": ["C", "O", "C", "C", "C", "S", "H", "H", "H", "H", "H", "H", "H", "H", "H", "H"],
  "coordinates": [[-0.17451, -1.96885, -1.67591], [-0.49898, -0.76770, -1.05226], [-0.38696, -0.72812, 0.39881], [1.04715, -0.99011, 0.85191], [-0.84240, 0.69089, 0.81387], [0.33395, 2.00309, 0.38289], [0.86601, -1.98925, -1.80150], [-0.71433, -1.94114, -2.65765], [-0.51959, -2.80536, -0.97137], [-1.04305, -1.44583, 0.88586], [1.49247, -0.08411, 1.29893], [1.17957, -1.76582, 1.57085], [1.67386, -1.37895, 0.04060], [-1.85780, 0.96898, 0.50601], [-0.84241, 0.62463, 1.93062], [0.55426, 1.88620, -0.84254]],
  "atomic_forces_ev_per_a": [[-2.205, -0.685, 0.847], [-0.731, 1.220, 1.460], [0.433, 0.883, -1.195], [0.755, 0.323, -0.131], [0.184, -0.841, 0.506], [-0.388, 1.040, 3.475], [1.596, -0.608, -0.504], [0.556, -0.475, 0.868], [0.440, 0.552, -1.408], [-0.441, -0.289, -0.324], [0.000, -0.454, -0.527], [-0.526, -0.662, 0.869], [-0.090, 0.643, -0.096], [0.316, -0.389, -0.142], [0.063, 0.556, -0.746], [0.039, -0.814, -2.953]],
  "nbo_charge": [-0.239, -0.559, 0.088, -0.669, -0.524, -0.036, 0.166, 0.197, 0.160, 0.175, 0.233, 0.212, 0.221, 0.232, 0.227, 0.114]
}


{
  "formula": "C4H10OS2",
  "method": "the ωB97M-V functional and the def2-TZVPD basis",
  "relative_energy_kj_mol": 79.61,
  "smiles": "C1CSCSC1.O",
  "e_lumo_ev": 0.51,
  "homo_energy_ev": -8.49,
  "orbital_gap_ha": 0.3308,
  "spin_multiplicity": 1,
  "total_charge": 0,
  "elements": ["C", "C", "S", "C", "S", "C", "H", "H", "H", "H", "H", "H", "H", "H", "O", "H", "H"],
  "coordinates": [[0.25056, -0.02699, 0.89975], [-1.31081, -0.17270, 0.64957], [-2.10705, 1.46882, 0.39579], [-1.04565, 2.21846, -0.84398], [0.74714, 2.24274, -0.49590], [1.05879, 0.52330, -0.23972], [0.33760, 0.55202, 1.83923], [0.64875, -1.04189, 1.09178], [-1.70569, -0.68653, 1.54707], [-1.40872, -0.86767, -0.20652], [-1.08764, 1.56997, -1.74016], [-1.39321, 3.22653, -1.14141], [0.88262, -0.10381, -1.13479], [2.08956, 0.32553, 0.11221], [1.52134, -2.95730, -0.58605], [1.94585, -3.07997, 0.29315], [0.57659, -3.19046, -0.44002]],
  "atomic_forces_ev_per_a": [[-1.802, -0.863, 1.033], [1.935, -0.111, -0.206], [-0.285, -0.424, 0.644], [0.740, -1.224, -1.122], [0.137, 1.425, -0.036], [0.078, -1.201, 0.396], [0.350, -0.082, -0.564], [-0.340, 0.312, 0.068], [-0.277, 0.662, -0.524], [-0.410, 0.511, 0.163], [-0.334, 0.461, 0.191], [0.205, -0.584, 0.519], [0.163, 0.403, 0.219], [-0.168, 0.752, -0.768], [-0.536, -0.305, 1.034], [-0.471, 0.073, -0.927], [1.012, 0.196, -0.121]],
  "nbo_charge": [-0.407, -0.532, 0.208, -0.705, 0.219, -0.575, 0.214, 0.199, 0.235, 0.199, 0.214, 0.262, 0.220, 0.246, -0.939, 0.472, 0.471]
}


{
  "formula": "C4H10OS2",
  "method": "the ωB97M-V functional and the def2-TZVPD basis",
  "relative_energy_kj_mol": 151.75,
  "smiles": "C=CCO.CSS",
  "e_lumo_ev": 0.69,
  "homo_energy_ev": -8.72,
  "orbital_gap_ha": 0.3457,
  "spin_multiplicity": 1,
  "total_charge": 0,
  "elements": ["C", "C", "C", "O", "H", "H", "H", "H", "H", "H", "C", "S", "S", "H", "H", "H", "H"],
  "coordinates": [[0.25454, 0.76727, -1.24162], [1.40131, 0.22902, -0.85963], [2.48481, 1.02136, -0.20009], [2.51510, 0.67301, 1.18792], [-0.52606, 0.19125, -1.72230], [0.15762, 1.84623, -1.24854], [1.58713, -0.83500, -0.94330], [3.44591, 0.77379, -0.65811], [2.28909, 2.08943, -0.31144], [3.30910, 1.06722, 1.56082], [-3.10342, -0.65349, 1.05044], [-2.90255, -1.61301, -0.48209], [-1.14950, -2.59598, -0.09304], [-2.85172, -1.28722, 1.89487], [-4.14375, -0.34338, 1.12819], [-2.44738, 0.21056, 1.01086], [-0.32024, -1.54107, -0.07292]],
  "atomic_forces_ev_per_a": [[0.304, 0.082, -0.711], [0.010, 0.060, 0.422], [-0.005, -0.142, 0.062], [0.032, -0.003, -0.142], [-0.072, -0.026, 0.094], [-0.255, 0.029, 0.281], [-0.066, -0.097, 0.014], [0.073, 0.106, -0.076], [0.017, 0.081, -0.100], [-0.012, -0.049, 0.100], [0.028, -0.247, -0.205], [-0.037, 0.209, 0.087], [-0.004, -0.185, 0.142], [0.005, -0.003, 0.081], [-0.017, 0.052, -0.078], [-0.006, 0.084, 0.119], [0.006, 0.047, -0.090]],
  "nbo_charge": [-0.382, -0.197, -0.103, -0.718, 0.210, 0.194, 0.199, 0.169, 0.163, 0.468, -0.742, 0.082, -0.143, 0.229, 0.226, 0.219, 0.128]
}


{
  "formula": "C4H10OSi",
  "method": "the ωB97M-V functional and the def2-TZVPD basis",
  "relative_energy_kj_mol": 169.87,
  "smiles": "O[SiH2]CC1CC1",
  "e_lumo_ev": 0.75,
  "homo_energy_ev": -9.40,
  "orbital_gap_ha": 0.3727,
  "spin_multiplicity": 1,
  "total_charge": 0,
  "elements": ["O", "Si", "C", "C", "C", "C", "H", "H", "H", "H", "H", "H", "H", "H", "H", "H"],
  "coordinates": [[-2.64349, 1.99881, -0.23648], [-1.44425, 1.20198, 0.55250], [-0.85440, -0.58684, -0.08286], [0.61617, -0.85387, 0.30174], [1.82829, -1.28404, -0.53903], [1.69383, 0.10654, 0.00394], [-2.96287, 1.81144, -1.03061], [-0.35875, 2.00497, 0.12633], [-1.73556, 1.18119, 1.89874], [-1.42528, -1.41350, 0.37214], [-1.07556, -0.63216, -1.07626], [0.58960, -1.49748, 1.24425], [1.59162, -1.29904, -1.61015], [2.49974, -2.01019, -0.25507], [2.23044, 0.26295, 0.84393], [1.45048, 1.00926, -0.51313]],
  "atomic_forces_ev_per_a": [[1.168, 0.873, 5.148], [0.786, -1.673, -2.721], [0.078, 0.329, 3.127], [-1.093, -1.963, 1.087], [-3.260, 2.329, -2.945], [-0.487, -0.944, 0.113], [-2.038, -1.277, -5.155], [1.321, 0.775, 0.289], [-0.426, 0.077, 2.160], [-0.113, 0.420, -0.131], [-0.293, -0.084, -3.129], [0.505, 1.660, -0.793], [0.266, -0.299, 0.276], [1.371, -1.160, 1.079], [2.167, 0.968, 2.414], [0.048, -0.031, -0.818]],
  "nbo_charge": [-1.072, 1.447, -0.821, -0.222, -0.411, -0.431, 0.488, -0.251, -0.226, 0.228, 0.214, 0.208, 0.199, 0.217, 0.206, 0.226]
}


{
  "formula": "C4H10S",
  "method": "the ωB97M-V functional and the def2-TZVPD basis",
  "relative_energy_kj_mol": 122.61,
  "smiles": "C=C.CCS",
  "e_lumo_ev": 1.06,
  "homo_energy_ev": -9.03,
  "orbital_gap_ha": 0.3708,
  "spin_multiplicity": 1,
  "total_charge": 0,
  "elements": ["C", "C", "H", "H", "H", "H", "C", "C", "S", "H", "H", "H", "H", "H", "H"],
  "coordinates": [[5.85092, 1.49719, 2.66055], [5.15218, 0.96865, 3.64806], [6.64262, 0.90617, 2.21271], [5.68431, 2.45308, 2.18216], [5.36532, 0.00850, 4.10743], [4.25434, 1.40650, 4.06012], [-4.32604, -1.35303, -2.57857], [-2.99429, -0.74226, -2.12160], [-3.22243, 0.90116, -1.39310], [-4.83785, -2.01713, -1.87498], [-4.14211, -1.98595, -3.45183], [-5.04600, -0.59201, -2.88706], [-2.51056, -1.46855, -1.46130], [-2.36117, -0.62970, -2.99251], [-3.50922, 0.64739, -0.11010]],
  "atomic_forces_ev_per_a": [[0.366, -0.558, -0.336], [-0.596, -0.084, 0.293], [0.223, 0.148, 0.150], [-0.351, 0.031, 0.211], [0.297, -0.028, -0.354], [0.060, 0.491, 0.036], [-0.245, -0.394, -0.657], [-1.046, -0.860, 0.452], [0.441, 0.461, -0.097], [0.294, 0.347, 0.330], [-0.004, 0.016, -0.049], [0.154, 0.012, 0.039], [0.191, 0.477, 0.081], [0.213, 0.365, -0.017], [0.002, -0.425, -0.082]],
  "nbo_charge": [-0.385, -0.381, 0.189, 0.197, 0.192, 0.189, -0.621, -0.527, -0.052, 0.209, 0.205, 0.216, 0.222, 0.223, 0.124]
}